[1]
The following is a DFT calculation (wB97M-V/def2-TZVPD) of a cluster of 2 separate species, C4H8O2 in total.

Results
* structure (SMILES): CC(=O)O.C=C
* max |F|: 0.50 eV/A
* highest occupied orbital energy: -10.16 eV
* ΔE to the lowest compared entry with this formula, charge and spin: 0.917 eV
* lowest unoccupied orbital energy: 0.956 eV
* E: -307.67872 Eh
* orbital gap: 11.115 eV

Last column: natural (NBO) charge in e.
Element x y z (Å)
1 C 2.226 -1.446 0.928  -0.41
2 C 0.945 -1.623 1.241  -0.39
3 O -1.480 -0.013 0.414  -0.61
4 C -1.040 0.723 -0.440  0.80
5 O 0.245 0.712 -0.829  -0.70
6 C -1.841 1.748 -1.196  -0.72
7 H 0.704 0.036 -0.291  0.51
8 H 2.867 -0.781 1.503  0.20
9 H 2.689 -1.964 0.091  0.20
10 H 0.297 -2.285 0.671  0.21
11 H 0.475 -1.104 2.072  0.21
12 H -2.854 1.783 -0.796  0.24
13 H -1.868 1.485 -2.257  0.24
14 H -1.365 2.729 -1.112  0.24


[2]
The following is a DFT calculation (wB97M-V/def2-TZVPD) of a cluster of 2 separate species, C4H8O2 in total.

Results
* structure (SMILES): CC(=O)[C@H]1CO1.[H][H]
* max |F|: 0.85 eV/A
* highest occupied orbital energy: -9.90 eV
* ΔE to the lowest compared entry with this formula, charge and spin: 3.012 eV
* lowest unoccupied orbital energy: 0.851 eV
* E: -307.60173 Eh
* orbital gap: 10.747 eV

Last column: natural (NBO) charge in e.
Element x y z (Å)
1 C 1.756 -1.040 0.474  -0.72
2 C 0.835 0.080 0.037  0.56
3 O 1.044 1.226 0.308  -0.51
4 C -0.356 -0.355 -0.791  -0.06
5 C -1.721 -0.280 -0.248  -0.09
6 O -1.253 0.647 -1.206  -0.46
7 H 2.370 -1.357 -0.377  0.24
8 H 2.413 -0.669 1.263  0.24
9 H 1.195 -1.913 0.824  0.23
10 H -1.120 3.017 0.833  -0.04
11 H -0.680 2.659 0.350  0.03
12 H -0.146 -1.128 -1.533  0.20
13 H -1.888 0.120 0.752  0.19
14 H -2.465 -0.993 -0.606  0.19


[3]
The following is a DFT calculation (wB97M-V/def2-TZVPD) of an isolated molecule of C4H8O2.

Results
* structure (SMILES): COC[C@H]1CO1
* max |F|: 4.55 eV/A
* highest occupied orbital energy: -9.81 eV
* ΔE to the lowest compared entry with this formula, charge and spin: 5.198 eV
* lowest unoccupied orbital energy: 1.034 eV
* E: -307.52140 Eh
* orbital gap: 10.842 eV

Last column: natural (NBO) charge in e.
Element x y z (Å)
1 C 0.681 -0.439 2.163  -0.24
2 O 0.643 -0.484 0.762  -0.54
3 C -0.414 0.229 0.183  -0.14
4 C 0.167 0.532 -1.357  0.07
5 C -0.584 -0.270 -2.315  -0.21
6 O -0.681 1.189 -2.228  -0.49
7 H 0.701 0.599 2.521  0.17
8 H -0.180 -0.953 2.617  0.16
9 H 1.600 -0.946 2.470  0.20
10 H -0.551 1.243 0.550  0.17
11 H -1.385 -0.289 0.489  0.19
12 H 1.205 0.802 -1.249  0.20
13 H -0.997 -0.624 -1.299  0.25
14 H -0.206 -0.589 -3.307  0.22


[4]
The following is a DFT calculation (wB97M-V/def2-TZVPD) of an isolated molecule of C4H8O2.

Results
* structure (SMILES): O[C@H]1CC[C@@H]1O
* max |F|: 3.14 eV/A
* highest occupied orbital energy: -9.82 eV
* ΔE to the lowest compared entry with this formula, charge and spin: 1.940 eV
* lowest unoccupied orbital energy: 0.755 eV
* E: -307.64112 Eh
* orbital gap: 10.579 eV

Last column: natural (NBO) charge in e.
Element x y z (Å)
1 C 0.702 -0.231 0.344  0.07
2 C 0.731 1.287 0.080  -0.43
3 C -0.797 1.312 -0.068  -0.43
4 C -0.701 -0.191 -0.313  0.08
5 H 2.400 -1.152 0.455  0.47
6 H 0.716 -0.421 1.419  0.15
7 H 1.258 1.524 -0.862  0.22
8 H 1.110 1.851 0.916  0.20
9 H -1.161 1.982 -0.861  0.22
10 H -1.307 1.532 0.889  0.20
11 H -0.496 -0.398 -1.403  0.19
12 H -1.790 -1.202 1.030  0.47
13 O 1.684 -0.994 -0.270  -0.70
14 O -1.726 -1.103 0.039  -0.71


[5]
The following is a DFT calculation (wB97M-V/def2-TZVPD) of an isolated molecule of C4H8O2.

Results
* structure (SMILES): C[C@@H]1[C@@H](O)[C@H]1O
* max |F|: 5.49 eV/A
* highest occupied orbital energy: -9.08 eV
* ΔE to the lowest compared entry with this formula, charge and spin: 3.167 eV
* lowest unoccupied orbital energy: 0.668 eV
* E: -307.59603 Eh
* orbital gap: 9.752 eV

Last column: natural (NBO) charge in e.
Element x y z (Å)
1 C -0.028 -0.127 -0.577  -0.31
2 C -0.641 -0.214 0.833  0.05
3 C 0.889 -0.113 0.609  0.07
4 C -0.121 1.153 -1.386  -0.61
5 O -1.059 -1.413 1.287  -0.68
6 O 1.799 -1.178 0.926  -0.67
7 H 0.060 -1.063 -0.972  0.21
8 H -1.010 0.713 1.063  0.18
9 H 1.443 0.820 0.712  0.18
10 H -0.751 1.872 -0.950  0.21
11 H -0.639 0.930 -2.291  0.22
12 H 0.915 1.696 -1.492  0.21
13 H -1.980 -1.239 1.456  0.48
14 H 1.123 -1.838 0.782  0.46


[6]
The following is a DFT calculation (wB97M-V/def2-TZVPD) of an isolated molecule of C4H8O2.

Results
* max |F|: 0.40 eV/A
* highest occupied orbital energy: -8.74 eV
* ΔE to the lowest compared entry with this formula, charge and spin: 3.367 eV
* lowest unoccupied orbital energy: 0.825 eV
* E: -307.58869 Eh
* orbital gap: 9.564 eV

Last column: natural (NBO) charge in e.
Element x y z (Å)
1 C -0.819 0.439 -1.172  -0.63
2 C -0.020 0.822 0.062  0.11
3 O -0.848 1.670 0.837  -0.71
4 C 0.411 -0.429 0.856  -0.60
5 C 1.637 -1.022 0.213  0.30
6 O 1.399 -2.203 -0.292  -0.63
7 H -1.763 -0.026 -0.869  0.21
8 H -0.261 -0.268 -1.796  0.21
9 H -1.051 1.325 -1.768  0.23
10 H -0.297 2.087 1.511  0.47
11 H 0.697 -0.114 1.868  0.24
12 H -0.451 -1.122 0.946  0.17
13 H 0.893 1.352 -0.245  0.18
14 H 0.473 -2.511 -0.152  0.45


[7]
The following is a DFT calculation (wB97M-V/def2-TZVPD) of an isolated molecule of C4H8O2.

Results
* structure (SMILES): CO[C@@H](C)C=O
* max |F|: 0.51 eV/A
* highest occupied orbital energy: -9.66 eV
* ΔE to the lowest compared entry with this formula, charge and spin: 1.788 eV
* lowest unoccupied orbital energy: 0.811 eV
* E: -307.64671 Eh
* orbital gap: 10.468 eV

Last column: natural (NBO) charge in e.
Element x y z (Å)
1 C 1.979 -0.050 -0.172  -0.25
2 O 0.764 -0.746 -0.319  -0.54
3 C -0.451 -0.024 -0.366  0.00
4 C -1.552 -0.974 0.077  -0.61
5 C -0.512 1.253 0.468  0.41
6 O -1.555 1.701 0.885  -0.51
7 H 2.762 -0.660 -0.633  0.20
8 H 1.980 0.932 -0.661  0.17
9 H 2.228 0.085 0.889  0.17
10 H -0.629 0.302 -1.409  0.19
11 H -1.596 -1.843 -0.583  0.22
12 H -1.332 -1.315 1.093  0.22
13 H -2.518 -0.464 0.086  0.23
14 H 0.434 1.802 0.646  0.12


[8]
The following is a DFT calculation (wB97M-V/def2-TZVPD) of an isolated molecule of C4H8O2.

Results
* max |F|: 0.84 eV/A
* highest occupied orbital energy (spin up / spin down): -7.98 / -9.51 eV
* ΔE to the lowest compared entry with this formula, charge and spin: 4.974 eV
* lowest unoccupied orbital energy (spin up / spin down): -1.941 / -0.963 eV
* E: -307.52964 Eh
* orbital gap (spin up / spin down): 6.044 / 8.542 eV

Last column: natural (NBO) charge in e.
Element x y z (Å)
1 C 1.897 0.352 -0.570  -0.72
2 C 0.694 -0.257 0.027  0.21
3 O -1.242 -0.181 1.731  -0.65
4 C -1.591 -0.724 0.526  -0.10
5 C -0.679 0.022 -0.461  -0.06
6 O -0.737 1.414 -0.093  -0.70
7 H 1.660 1.045 -1.382  0.24
8 H 2.484 0.880 0.198  0.26
9 H 2.561 -0.452 -0.937  0.25
10 H 0.810 -0.883 0.912  0.22
11 H -2.665 -0.571 0.274  0.19
12 H -1.394 -1.820 0.429  0.15
13 H -0.834 -0.081 -1.544  0.20
14 H -0.965 1.256 0.891  0.50


[9]
The following is a DFT calculation (wB97M-V/def2-TZVPD) of an isolated molecule of C4H8O2.

Results
* structure (SMILES): CO/C=C(\C)O
* max |F|: 0.40 eV/A
* highest occupied orbital energy: -8.18 eV
* ΔE to the lowest compared entry with this formula, charge and spin: 1.898 eV
* lowest unoccupied orbital energy: 0.883 eV
* E: -307.64270 Eh
* orbital gap: 9.067 eV

Last column: natural (NBO) charge in e.
Element x y z (Å)
1 C 2.086 0.908 0.119  -0.24
2 O 0.743 0.896 0.549  -0.52
3 C -0.163 0.623 -0.443  -0.02
4 C -1.085 -0.330 -0.294  0.27
5 O -2.093 -0.531 -1.196  -0.67
6 C -1.150 -1.261 0.875  -0.67
7 H 2.216 1.525 -0.782  0.17
8 H 2.679 1.339 0.929  0.19
9 H 2.450 -0.105 -0.099  0.17
10 H -2.056 0.167 -1.864  0.48
11 H -0.120 1.272 -1.320  0.16
12 H -2.132 -1.730 0.915  0.23
13 H -0.976 -0.722 1.805  0.23
14 H -0.398 -2.049 0.807  0.22


[10]
The following is a DFT calculation (wB97M-V/def2-TZVPD) of a structure of composition C4H8O2.

Results
* max |F|: 0.52 eV/A
* highest occupied orbital energy (spin up / spin down): -9.59 / -9.59 eV
* ΔE to the lowest compared entry with this formula, charge and spin: 5.896 eV
* lowest unoccupied orbital energy (spin up / spin down): -0.885 / -0.886 eV
* E: -307.49574 Eh
* orbital gap (spin up / spin down): 8.704 / 8.702 eV

Last column: natural (NBO) charge in e.
Element x y z (Å)
1 C -1.345 -0.390 -0.354  -0.13
2 C -0.179 0.468 -0.380  0.06
3 O -0.217 1.503 0.410  -0.71
4 C 0.686 -0.760 0.296  -0.48
5 C 2.077 -0.144 0.428  0.45
6 O 3.081 -0.742 0.145  -0.50
7 H -2.344 1.208 -0.418  -0.07
8 H -1.529 -1.138 -1.126  0.21
9 H -1.839 -0.533 0.603  0.21
10 H 0.241 0.584 -1.399  0.16
11 H -1.779 1.688 -0.049  0.16
12 H 0.770 -1.686 -0.277  0.24
13 H 0.317 -0.952 1.310  0.25
14 H 2.060 0.894 0.812  0.15